No. 1
The following is a quantum chemistry calculation of a 2-piece molecular cluster, C16H17N overall in a non-equilibrium geometry, from the OMol25 dataset.

Computed properties:
structure (SMILES) = Cc1c[nH]c2ccccc12.Cc1ccccc1
relative energy (zero: lowest compared OMol25 entry of this formula, charge and spin) = 11.80 kcal per mole
charge = 0
E_HOMO = -7.87 eV
frontier orbital gap = 0.32084 Eh
LUMO level = 0.859 eV

Element x y z (Å)
C 2.035 -3.088 0.143
C 0.879 -3.548 -0.701
C 0.850 -4.597 -1.567
N -0.375 -4.631 -2.211
C -1.102 -3.538 -1.836
C -2.288 -3.025 -2.359
C -2.751 -1.806 -1.907
C -1.981 -1.096 -0.962
C -0.803 -1.582 -0.433
C -0.335 -2.813 -0.909
H 2.555 -2.292 -0.376
H 2.717 -3.909 0.361
H 1.687 -2.719 1.103
H 1.406 -5.531 -1.551
H -0.627 -5.189 -3.007
H -2.888 -3.656 -3.003
H -3.634 -1.358 -2.331
H -2.393 -0.149 -0.644
H -0.309 -0.906 0.253
C -1.593 4.014 2.365
C -0.146 4.108 1.944
C 0.382 5.360 1.627
C 1.729 5.459 1.285
C 2.525 4.322 1.261
C 2.026 3.104 1.687
C 0.659 2.989 1.973
H -1.737 4.534 3.313
H -1.864 2.977 2.552
H -2.293 4.394 1.622
H -0.262 6.211 1.457
H 2.225 6.402 1.090
H 3.568 4.408 0.999
H 2.618 2.220 1.876
H 0.270 2.036 2.316

No. 2
The following is a quantum chemistry calculation of a 2-piece molecular cluster, C16H17N overall in a non-equilibrium geometry, from the OMol25 dataset.

Computed properties:
structure (SMILES) = Cc1c[nH]c2ccccc12.Cc1ccccc1
relative energy (zero: lowest compared OMol25 entry of this formula, charge and spin) = 11.04 kcal per mole
charge = 0
E_HOMO = -7.93 eV
frontier orbital gap = 0.32531 Eh
LUMO level = 0.920 eV

Element x y z (Å)
C 0.137 -2.774 -1.455
C -0.949 -1.997 -0.770
C -2.251 -1.895 -1.105
N -2.922 -1.063 -0.206
C -2.029 -0.710 0.775
C -2.221 -0.082 2.009
C -1.233 -0.206 2.960
C -0.014 -0.858 2.700
C 0.247 -1.307 1.416
C -0.783 -1.290 0.482
H 0.522 -3.574 -0.832
H 0.896 -2.085 -1.822
H -0.265 -3.102 -2.419
H -2.774 -2.286 -1.953
H -3.902 -1.173 -0.027
H -3.170 0.347 2.297
H -1.330 0.204 3.961
H 0.735 -0.970 3.467
H 1.182 -1.798 1.168
C 2.375 2.664 1.013
C 1.660 2.090 -0.179
C 0.266 2.058 -0.220
C -0.361 1.411 -1.268
C 0.387 0.893 -2.325
C 1.768 1.013 -2.329
C 2.410 1.622 -1.253
H 3.118 3.444 0.821
H 2.912 1.866 1.536
H 1.690 3.127 1.724
H -0.298 2.370 0.643
H -1.434 1.253 -1.319
H -0.153 0.547 -3.198
H 2.321 0.402 -3.025
H 3.464 1.858 -1.266

No. 3
The following is a quantum chemistry calculation of C16H17N3O in the gas phase, from the OMol25 dataset.

Computed properties:
structure (SMILES) = COc1ccc(NCc2nc3ccccc3n2C)cc1
relative energy (zero: lowest compared OMol25 entry of this formula, charge and spin) = 17.23 kcal per mole
charge = 0
E_HOMO = -7.41 eV
frontier orbital gap = 0.29613 Eh
LUMO level = 0.648 eV

Element x y z (Å)
C -4.757 -2.191 -1.184
O -4.619 -1.567 0.066
C -3.630 -0.630 0.216
C -3.521 -0.053 1.482
C -2.559 0.895 1.739
C -1.670 1.314 0.745
N -0.775 2.341 1.037
C 0.419 2.508 0.244
C 1.336 1.326 0.332
N 1.376 0.527 1.358
C 2.315 -0.424 1.054
C 2.759 -1.517 1.789
C 3.733 -2.314 1.225
C 4.261 -2.041 -0.038
C 3.833 -0.962 -0.785
C 2.855 -0.156 -0.226
N 2.209 0.976 -0.665
C 2.405 1.650 -1.917
C -1.785 0.732 -0.513
C -2.751 -0.227 -0.777
H -3.851 -2.740 -1.463
H -4.999 -1.469 -1.972
H -5.583 -2.892 -1.075
H -4.203 -0.375 2.253
H -2.483 1.327 2.726
H -0.580 2.388 2.028
H 0.137 2.693 -0.796
H 0.940 3.401 0.609
H 2.347 -1.723 2.763
H 4.100 -3.171 1.769
H 5.022 -2.693 -0.441
H 4.248 -0.764 -1.763
H 1.537 1.525 -2.570
H 3.277 1.229 -2.414
H 2.573 2.717 -1.755
H -1.119 1.013 -1.314
H -2.796 -0.651 -1.768

Q: Number 2 is which compound?
A: C16H17N

Q: Look up the relative energy (zero: lowest compared OMol25 entry of this formula, charge and spin) of the second one.
A: 11.04 kcal per mole

Q: Number 2 is which compound?
A: C16H17N